The following is a quantum chemistry calculation of a 3-piece molecular cluster, C18H35IO3 overall, from the OMol25 dataset.

Each atom is followed by the atoms it is bonded to, with distances in Å.
CARTESIAN COORDINATES (ANGSTROEM)
1 O -3.892 6.415 1.825  C2 1.181
2 C -3.223 6.040 0.926  O1 1.181, I3 2.171, C4 1.519
3 I -4.107 4.883 -0.684  C2 2.171
4 C -1.723 6.220 0.775  C2 1.519, C5 1.519, H11 1.094, H12 1.092
5 C -1.050 4.919 1.175  C4 1.519, C6 1.524, O10 1.445, H13 1.099
6 C -0.970 4.541 2.649  C5 1.524, C7 1.530, H14 1.089, H15 1.095
7 C -0.029 3.344 2.495  C6 1.530, C8 1.516, H16 1.088, H17 1.098
8 C 0.911 3.829 1.408  C7 1.516, O9 1.186, O10 1.369
9 O 1.968 3.395 1.090  C8 1.186
10 O 0.337 4.894 0.768  C5 1.445, C8 1.369
11 H -1.428 7.060 1.410  C4 1.094
12 H -1.487 6.450 -0.266  C4 1.092
13 H -1.538 4.096 0.635  C5 1.099
14 H -1.935 4.342 3.114  C6 1.089
15 H -0.437 5.339 3.175  C6 1.095
16 H 0.496 2.997 3.382  C7 1.088
17 H -0.588 2.495 2.079  C7 1.098
18 C 3.592 -3.460 0.464  C19 1.525, H24 1.091, H25 1.091, H26 1.092
19 C 3.987 -2.409 -0.568  C18 1.525, C20 1.528, H27 1.094, H28 1.093
20 C 4.488 -1.103 0.049  C19 1.528, C21 1.530, H29 1.093, H30 1.095
21 C 3.468 -0.379 0.930  C20 1.530, C22 1.526, H31 1.094, H32 1.094
22 C 2.152 -0.046 0.231  C21 1.526, C23 1.524, H33 1.094, H34 1.095
23 C 2.305 0.893 -0.959  C22 1.524, H35 1.090, H36 1.092, H37 1.092
24 H 2.765 -3.120 1.089  C18 1.091
25 H 3.277 -4.386 -0.019  C18 1.091
26 H 4.433 -3.695 1.121  C18 1.092
27 H 3.136 -2.207 -1.225  C19 1.094
28 H 4.773 -2.814 -1.211  C19 1.093
29 H 4.816 -0.436 -0.753  C20 1.093
30 H 5.379 -1.313 0.649  C20 1.095
31 H 3.916 0.549 1.297  C21 1.094
32 H 3.256 -0.983 1.817  C21 1.094
33 H 1.482 0.423 0.957  C22 1.094
34 H 1.656 -0.966 -0.095  C22 1.095
35 H 2.758 1.836 -0.655  C23 1.090
36 H 1.326 1.123 -1.387  C23 1.092
37 H 2.912 0.460 -1.757  C23 1.092
38 C -3.557 -5.046 -0.957  C39 1.525, H44 1.091, H45 1.091, H46 1.092
39 C -3.602 -3.794 -1.828  C38 1.525, C40 1.528, H47 1.094, H48 1.093
40 C -2.240 -3.396 -2.396  C39 1.528, C41 1.530, H49 1.093, H50 1.095
41 C -1.179 -3.063 -1.345  C40 1.530, C42 1.528, H51 1.095, H52 1.093
42 C -1.568 -1.948 -0.375  C41 1.528, C43 1.526, H53 1.094, H54 1.094
43 C -1.816 -0.605 -1.057  C42 1.526, H55 1.092, H56 1.092, H57 1.091
44 H -2.927 -4.903 -0.078  C38 1.091
45 H -4.553 -5.316 -0.606  C38 1.091
46 H -3.159 -5.894 -1.518  C38 1.092
47 H -4.022 -2.965 -1.252  C39 1.094
48 H -4.289 -3.961 -2.661  C39 1.093
49 H -2.371 -2.543 -3.067  C40 1.093
50 H -1.864 -4.213 -3.020  C40 1.095
51 H -0.257 -2.777 -1.861  C41 1.095
52 H -0.935 -3.962 -0.772  C41 1.093
53 H -0.762 -1.829 0.355  C42 1.094
54 H -2.453 -2.240 0.198  C42 1.094
55 H -0.930 -0.282 -1.609  C43 1.092
56 H -2.049 0.166 -0.320  C43 1.092
57 H -2.651 -0.654 -1.757  C43 1.091

Its SMILES is O=C(I)C[C@@H]1CCC(=O)O1.CCCCCC.CCCCCC. The LUMO energy is 0.23 eV. The HOMO-LUMO gap comes out at 10.33 eV. As for the total energy: -1230.279686 Eh. As for the max |F|: 0.51 eV Å⁻¹. Its total charge is 0. Its molar mass is 426.4 u. As for the multiplicity: 1.